A 4-piece molecular cluster, C21H47F3INO7P overall, computed with the ωB97M-V functional and the def2-TZVPD basis.

Summary:
Spin multiplicity   1
Net charge   -1
LUMO level   2.2 eV
HOMO energy   -5.01 eV
Frontier orbital gap   7.20 eV

Last columns: bonded neighbours and bond lengths (Å).
Atoms and positions in Å:
1 H -2.117 1.940 2.978  C72 1.090
2 C -2.604 2.913 -0.040  P12 1.904, H40 1.091, N66 1.471, H79 1.091
3 H 3.079 -1.644 1.983  C41 1.091
4 C 5.970 -3.385 2.581  C22 1.519, H24 1.096, H42 1.090, O43 1.416
5 H -2.898 -0.220 1.077  P12 1.442
6 H 7.819 -4.530 2.730  C22 1.091
7 H 0.003 1.165 -3.765  C11 1.088
8 H -5.568 3.128 0.415  C19 1.089
9 O 0.093 -0.369 -0.865  C36 1.178
10 C 8.090 -1.366 2.031  H48 1.091, H57 1.091, C70 1.519, H71 1.091
11 C -0.352 0.677 -4.670  H7 1.088, C18 1.518, O49 1.423, H62 1.096
12 P -2.808 1.162 0.678  C2 1.904, H5 1.442, C15 1.989, O38 1.755, O60 1.790, C72 1.879
13 H 2.756 -0.469 4.803  C45 1.090
14 H 0.997 -2.382 2.242  C27 1.096
15 C -0.839 0.985 0.894  P12 1.989, C36 1.461, H52 1.087, H61 1.093
16 H 6.593 -4.945 3.935  C22 1.091
17 H 3.331 -2.093 4.456  C45 1.098
18 C -0.382 -0.823 -4.442  C11 1.518, H28 1.091, H77 1.093, H80 1.090
19 C -6.320 3.075 -0.370  H8 1.089, H26 1.091, C74 1.505, C76 1.530
20 C 1.620 -4.028 3.496  C27 1.520, H58 1.091, H65 1.091, H81 1.091
21 F -5.601 4.596 -2.081  C74 1.350
22 C 6.747 -4.651 2.896  C4 1.519, H6 1.091, H16 1.091, H56 1.091
23 C -1.097 0.966 -7.541  H44 1.092, H67 1.090, C73 1.521, H75 1.091
24 H 6.096 -3.109 1.527  C4 1.096
25 H 4.149 -0.487 2.765  C41 1.090
26 H -7.280 2.918 0.122  C19 1.091
27 C 0.901 -2.706 3.285  H14 1.096, C20 1.520, H31 1.090, O46 1.415
28 H 0.620 -1.194 -4.220  C18 1.091
29 O -6.005 -0.307 -0.536  C54 1.442, H69 0.966
30 H -3.715 2.553 2.521  C72 1.088
31 H -0.164 -2.829 3.480  C27 1.090
32 H -5.564 2.290 -2.240  C76 1.087
33 H -6.950 1.434 -1.609  C76 1.090
34 H -3.952 0.944 -2.564  C64 1.098
35 F -6.112 5.425 -0.158  C74 1.347
36 C -0.076 0.655 -0.308  O9 1.178, C15 1.461, I55 2.265
37 H 8.300 -2.611 3.784  C70 1.097
38 O -2.712 0.604 -0.982  P12 1.755, C64 1.387
39 H 7.645 -1.010 4.103  C70 1.090
40 H -1.858 2.835 -0.833  C2 1.091
41 C 3.118 -0.837 2.717  H3 1.091, H25 1.090, C45 1.517, H47 1.091
42 H 4.905 -3.557 2.735  C4 1.090
43 O 6.281 -2.291 3.425  C4 1.416, C70 1.415
44 H -1.197 0.596 -8.564  C23 1.092
45 C 2.672 -1.293 4.094  H13 1.090, H17 1.098, C41 1.517, O46 1.418
46 O 1.311 -1.681 4.170  C27 1.415, C45 1.418
47 H 2.484 -0.026 2.355  C41 1.091
48 H 8.111 -2.174 1.299  C10 1.091
49 O 0.536 1.095 -5.701  C11 1.423, C73 1.410
50 H 0.387 -0.507 -7.009  C73 1.098
51 F -7.668 4.708 -1.468  C74 1.362
52 H -0.425 1.874 1.363  C15 1.087
53 H -1.352 3.866 1.272  N66 1.015
54 C -5.112 0.813 -0.703  O29 1.442, O60 1.364, C64 1.560, C76 1.557
55 I 1.012 2.433 -1.194  C36 2.265
56 H 6.404 -5.462 2.252  C22 1.091
57 H 7.434 -0.580 1.653  C10 1.091
58 H 2.688 -3.951 3.286  C20 1.091
59 H -4.055 -0.679 -1.859  C64 1.098
60 O -4.589 1.175 0.503  P12 1.790, C54 1.364
61 H -0.711 0.129 1.561  C15 1.093
62 H -1.364 1.054 -4.860  C11 1.096
63 H 1.050 1.003 -7.622  C73 1.092
64 C -3.924 0.385 -1.620  H34 1.098, O38 1.387, C54 1.560, H59 1.098
65 H 1.204 -4.783 2.826  C20 1.091
66 N -2.292 3.990 0.912  C2 1.471, H53 1.015, H78 1.014
67 H -1.910 0.540 -6.954  C23 1.090
68 H -3.512 0.851 2.973  C72 1.091
69 H -5.503 -0.945 -0.012  O29 0.966
70 C 7.622 -1.840 3.396  C10 1.519, H37 1.097, H39 1.090, O43 1.415
71 H 9.101 -0.965 2.108  C10 1.091
72 C -3.047 1.696 2.464  H1 1.090, P12 1.879, H30 1.088, H68 1.091
73 C 0.267 0.584 -6.988  C23 1.521, O49 1.410, H50 1.098, H63 1.092
74 C -6.414 4.432 -1.016  C19 1.505, F21 1.350, F35 1.347, F51 1.362
75 H -1.215 2.050 -7.550  C23 1.091
76 C -6.016 1.918 -1.324  C19 1.530, H32 1.087, H33 1.090, C54 1.557
77 H -0.771 -1.371 -5.303  C18 1.093
78 H -2.284 4.879 0.422  N66 1.014
79 H -3.541 3.172 -0.534  C2 1.091
80 H -1.021 -1.039 -3.586  C18 1.090
81 H 1.500 -4.371 4.525  C20 1.091